Record 1
Molecular formula: C15H27AsBrF6N5O8P2SeTi
Method: DFT, the ωB97M-V functional and the def2-TZVPD basis

The charge is -2. As for the spin multiplicity: 1. The gap between HOMO and LUMO (alpha / beta) comes out at 3.07 / 3.05 eV. The value obtained for the electronic energy is -294060.7448 eV. The energy relative to the best compared isomer or geometry (same formula, charge and spin) is 55.7 kcal/mol. As for the HOMO energy (alpha / beta): 0.6 / 0.6 eV.

Last column: Löwdin charge in e.
CARTESIAN COORDINATES (ANGSTROEM)
Ti (6.055, -16.321, 1.722)  0.66
O (1.569, -20.100, 3.253)  -0.01
C (2.257, -18.992, 2.838)  -0.39
C (2.747, -18.065, 3.738)  0.01
C (3.788, -17.262, 3.360)  -0.27
N (4.244, -17.238, 2.089)  -0.09
C (3.682, -17.987, 1.071)  -0.51
C (2.602, -18.936, 1.442)  -0.27
C (4.682, -17.999, -0.042)  -0.59
O (4.891, -19.003, -0.702)  0.07
O (5.451, -16.890, -0.026)  -0.20
C (4.511, -16.371, 4.285)  -0.56
O (4.125, -16.207, 5.449)  -0.02
O (5.568, -15.846, 3.652)  -0.21
H (1.913, -20.306, 4.143)  0.10
H (2.345, -17.959, 4.747)  0.13
H (2.167, -19.701, 0.742)  0.12
C (9.484, -14.954, 3.726)  -0.10
N (8.685, -13.974, 3.012)  -0.29
C (7.970, -12.975, 3.748)  -0.10
P (8.540, -14.344, 1.376)  0.64
O (7.874, -15.784, 1.212)  -0.42
O (7.564, -13.092, 0.908)  -0.28
P (6.016, -13.137, 0.492)  0.54
O (5.343, -14.274, 1.251)  -0.30
N (5.417, -11.648, 0.750)  -0.33
C (4.181, -11.471, 1.479)  -0.08
C (5.983, -10.493, 0.147)  -0.13
N (6.159, -13.380, -1.125)  -0.27
C (6.981, -14.350, -1.829)  -0.09
C (5.203, -12.767, -2.019)  -0.11
N (9.777, -14.113, 0.443)  -0.27
C (10.104, -12.862, -0.279)  -0.06
C (10.711, -15.254, 0.336)  -0.07
H (10.512, -14.570, 3.927)  0.09
H (9.575, -15.791, 3.065)  0.06
H (9.049, -15.226, 4.688)  0.10
H (8.495, -12.859, 4.701)  0.09
H (6.929, -13.260, 3.944)  0.09
H (7.953, -12.028, 3.210)  0.07
H (3.744, -12.472, 1.628)  0.09
H (3.459, -10.836, 0.933)  0.09
H (4.439, -10.992, 2.453)  0.10
H (6.100, -9.721, 0.915)  0.08
H (5.349, -10.065, -0.711)  0.10
H (6.970, -10.722, -0.266)  0.08
H (7.252, -15.225, -1.192)  0.09
H (7.868, -13.886, -2.275)  0.07
H (6.319, -14.691, -2.704)  0.12
H (4.900, -11.753, -1.618)  0.06
H (4.222, -13.243, -2.144)  0.09
H (5.609, -12.678, -3.014)  0.08
H (11.050, -12.462, 0.140)  0.09
H (9.263, -12.190, -0.201)  0.06
H (10.233, -13.129, -1.346)  0.06
H (10.101, -16.184, 0.206)  0.09
H (11.351, -15.326, 1.219)  0.08
H (11.293, -15.109, -0.567)  0.06
Se (1.722, -17.117, 0.553)  0.56
F (9.566, -16.630, -1.852)  -0.29
As (10.092, -15.904, -3.439)  0.85
F (10.039, -17.480, -4.137)  -0.25
F (8.368, -15.747, -3.654)  -0.25
F (10.665, -15.200, -4.932)  -0.26
F (10.124, -14.276, -2.660)  -0.31
F (11.740, -16.284, -2.825)  -0.30
Br (6.935, -18.575, 2.416)  0.09

Atoms 1-3, force components in eV/Å:
-3.831 -1.490 1.472
-0.826 -0.862 0.936
1.300 0.508 -0.090



Record 2
Molecular formula: C15H27AsFeN4O3SSi2
Method: DFT, the ωB97M-V functional and the def2-TZVPD basis

The expectation value of S² is 0.915. The charge is +1. As for the spin multiplicity: 2. The gap between HOMO and LUMO (alpha / beta) comes out at 6.98 / 6.85 eV. The value obtained for the electronic energy is -149905.7220 eV. The energy relative to the best compared isomer or geometry (same formula, charge and spin) is 0.0 kcal/mol. As for the HOMO energy (alpha / beta): -10.8 / -10.9 eV.

Last column: Mulliken spin population.
CARTESIAN COORDINATES (ANGSTROEM)
Fe (-0.167, 0.426, 0.123)  0.76
C (4.717, -0.337, 0.631)  0.00
N (3.759, -0.024, 1.689)  0.00
C (4.072, 0.537, 2.912)  0.00
C (2.922, 0.707, 3.581)  0.00
N (1.898, 0.242, 2.756)  -0.01
C (2.432, -0.193, 1.590)  0.01
S (1.665, -0.862, 0.225)  -0.01
C (0.537, 0.176, 3.160)  0.00
C (0.278, -0.017, 4.507)  0.00
C (-1.036, -0.023, 4.935)  0.00
C (-2.037, 0.160, 3.999)  0.00
C (-1.685, 0.323, 2.677)  -0.01
N (-0.412, 0.328, 2.237)  0.01
H (5.715, -0.284, 1.055)  0.00
H (4.615, 0.379, -0.182)  0.00
H (4.531, -1.338, 0.253)  0.00
H (5.084, 0.774, 3.187)  0.00
H (2.733, 1.146, 4.543)  0.00
H (1.087, -0.181, 5.202)  0.00
H (-1.267, -0.178, 5.980)  0.00
H (-3.081, 0.168, 4.277)  0.00
H (-2.445, 0.456, 1.924)  0.00
O (-2.040, 0.928, -0.093)  -0.01
N (-2.233, 0.005, -0.987)  0.01
O (-3.278, -0.193, -1.503)  -0.01
O (-1.156, -0.654, -1.220)  0.02
C (-0.582, 5.816, 0.133)  0.00
Si (-1.463, 4.182, -0.007)  0.00
C (-2.618, 4.130, -1.466)  0.01
C (-2.363, 3.736, 1.566)  0.00
As (0.346, 2.645, -0.200)  0.20
Si (0.882, 2.599, -2.526)  0.01
C (1.213, 4.364, -3.024)  0.01
C (2.426, 1.559, -2.663)  0.00
C (-0.502, 1.825, -3.508)  0.01
H (-1.314, 6.617, 0.269)  0.00
H (-0.007, 6.041, -0.768)  0.00
H (0.102, 5.835, 0.982)  0.00
H (-3.399, 4.887, -1.350)  0.00
H (-3.105, 3.156, -1.539)  0.00
H (-2.103, 4.332, -2.406)  0.00
H (-3.111, 4.491, 1.819)  0.00
H (-1.671, 3.652, 2.407)  0.00
H (-2.879, 2.785, 1.440)  0.00
H (1.941, 4.839, -2.364)  0.00
H (0.302, 4.966, -3.012)  0.00
H (1.613, 4.390, -4.041)  0.00
H (3.170, 1.860, -1.923)  0.00
H (2.873, 1.657, -3.656)  0.00
H (2.203, 0.502, -2.505)  0.00
H (-1.478, 2.245, -3.265)  0.00
H (-0.541, 0.747, -3.344)  0.00
H (-0.327, 1.990, -4.575)  0.00

Atoms 1-3, force components in eV/Å:
-0.362 -0.553 1.151
-0.052 0.009 0.028
0.049 0.003 0.004



Record 3
Molecular formula: C15H27CdCl6FO16S
Method: DFT, the ωB97M-V functional and the def2-TZVPD basis

The charge is 0. As for the spin multiplicity: 1. The gap between HOMO and LUMO comes out at 6.96 eV. The value obtained for the electronic energy is -142001.5229 eV. The energy relative to the best compared isomer or geometry (same formula, charge and spin) is 70.2 kcal/mol. As for the HOMO energy: -10.2 eV.

Last column: Löwdin charge in e.
CARTESIAN COORDINATES (ANGSTROEM)
Cd (-0.718, 4.180, 0.760)  1.49
S (-0.376, 1.645, -0.145)  0.31
O (0.464, 0.825, 0.722)  -0.34
O (-1.488, 2.292, 0.758)  -0.56
O (0.282, 2.987, -0.559)  -0.56
O (-0.959, 0.967, -1.272)  -0.32
C (7.717, -4.817, -1.770)  -0.05
O (6.625, -4.975, -0.892)  0.03
C (5.470, -4.498, -1.276)  -0.71
O (5.299, -3.741, -2.168)  0.15
O (4.568, -4.981, -0.523)  0.02
C (3.204, -4.671, -0.717)  -0.04
H (7.710, -5.690, -2.420)  0.10
H (8.656, -4.624, -1.265)  0.09
H (7.626, -3.950, -2.435)  0.09
H (2.876, -4.848, -1.741)  0.10
H (3.043, -3.618, -0.469)  0.09
H (2.555, -5.231, -0.049)  0.09
C (1.354, 4.261, 4.714)  -0.01
O (2.369, 4.333, 3.741)  0.09
C (2.054, 4.259, 2.530)  -0.74
O (0.967, 4.096, 2.096)  0.01
O (3.106, 4.359, 1.830)  0.08
C (3.009, 4.335, 0.372)  0.03
H (1.632, 4.734, 5.648)  0.10
H (1.167, 3.216, 4.987)  0.11
H (0.399, 4.650, 4.363)  0.10
H (2.133, 4.880, 0.024)  0.08
H (2.844, 3.314, 0.043)  0.10
H (3.959, 4.703, 0.024)  0.10
C (-4.791, 2.421, 0.987)  -0.04
O (-5.129, 3.702, 0.473)  0.03
C (-5.920, 3.784, -0.540)  -0.80
O (-6.501, 2.941, -0.996)  0.22
O (-5.952, 5.020, -0.883)  0.03
C (-6.644, 5.353, -2.081)  -0.03
H (-5.181, 2.112, 1.951)  0.06
H (-3.713, 2.474, 1.088)  0.05
H (-4.978, 1.654, 0.231)  0.10
H (-6.296, 4.739, -2.915)  0.10
H (-6.563, 6.414, -2.262)  0.09
H (-7.709, 5.104, -2.000)  0.10
C (-2.308, -3.251, -1.168)  -0.07
C (-0.889, -3.853, -0.956)  -0.23
O (-0.845, -4.907, -1.884)  0.12
C (-2.114, -5.218, -2.274)  -0.55
O (-2.409, -6.032, -3.058)  0.20
O (-3.001, -4.384, -1.662)  0.06
F (-0.840, -4.395, 0.372)  -0.04
H (-2.309, -2.526, -1.980)  0.14
H (-2.699, -2.847, -0.235)  0.06
H (-0.104, -3.101, -1.039)  0.17
C (-3.270, -0.701, 2.155)  -0.96
Cl (-4.418, -1.633, 1.168)  0.55
Cl (-4.140, 0.017, 3.537)  0.51
H (-2.607, -1.434, 2.592)  0.02
H (-2.749, 0.038, 1.568)  0.01
C (0.800, 1.340, -3.602)  -1.06
Cl (-0.251, 2.491, -4.432)  0.51
Cl (2.213, 0.909, -4.561)  0.51
H (1.100, 1.816, -2.681)  -0.01
H (0.239, 0.449, -3.376)  0.01
C (2.557, -3.219, 2.708)  -0.99
Cl (3.726, -4.532, 2.865)  0.53
Cl (0.919, -3.930, 2.853)  0.50
H (2.690, -2.412, 3.415)  0.03
H (2.539, -2.796, 1.714)  0.00

Atoms 1-3, force components in eV/Å:
-0.360 0.966 0.582
-0.425 0.136 1.224
-0.176 0.793 -0.881



Record 4
Molecular formula: C15H27F13N2O5S
Method: DFT, the ωB97M-V functional and the def2-TZVPD basis

The SMILES is N#CC[C@H](C#N)CCC(F)(F)C(F)(F)C(F)(F)C(F)(F)S(F)(F)(F)(F)F.CO.CO.CO.CO.CO. The charge is 0. As for the spin multiplicity: 1. The gap between HOMO and LUMO comes out at 7.24 eV. The value obtained for the electronic energy is -75357.1342 eV. As for the HOMO energy: -10.0 eV.

Last column: Löwdin charge in e.
CARTESIAN COORDINATES (ANGSTROEM)
N (-3.005, 2.564, 4.914)  0.10
C (-3.308, 3.226, 3.825)  -0.11
C (-3.275, 4.367, 2.620)  -0.15
C (-3.015, 3.731, 1.132)  -0.26
C (-4.095, 2.471, 0.963)  -0.11
N (-4.868, 1.467, 0.632)  0.09
C (-1.519, 3.072, 0.916)  -0.15
C (-0.289, 3.911, 1.576)  -0.07
C (0.530, 3.169, 2.787)  -0.16
F (-0.154, 3.298, 4.128)  -0.01
F (1.777, 4.011, 2.961)  -0.02
C (1.066, 1.660, 2.456)  -0.10
F (2.473, 1.603, 3.011)  0.02
F (1.218, 1.480, 0.996)  0.04
C (0.267, 0.437, 3.226)  -0.09
F (-1.199, 0.679, 3.394)  0.02
F (0.790, 0.524, 4.648)  0.03
C (0.672, -1.067, 2.745)  -0.19
F (2.097, -1.198, 2.259)  0.03
F (0.637, -1.922, 3.993)  0.01
S (-0.404, -1.906, 1.498)  1.09
F (0.213, -3.442, 2.063)  -0.19
F (0.953, -1.893, 0.395)  -0.21
F (-0.939, -0.479, 0.739)  -0.18
F (-1.762, -2.049, 2.526)  -0.17
F (-1.285, -2.791, 0.316)  -0.17
H (-2.566, 5.273, 2.846)  0.12
H (-4.379, 4.820, 2.598)  0.13
H (-3.254, 4.530, 0.277)  0.16
H (-1.597, 1.946, 1.215)  0.10
H (-1.340, 3.079, -0.265)  0.15
H (0.510, 4.114, 0.713)  0.15
H (-0.590, 4.982, 1.972)  0.14
C (-2.373, -3.081, 5.479)  -0.17
O (-1.345, -2.419, 6.194)  -0.12
H (-2.969, -3.671, 6.179)  0.08
H (-3.013, -2.341, 4.992)  0.07
H (-1.930, -3.744, 4.732)  0.07
H (-0.833, -1.904, 5.547)  0.04
C (2.623, 1.564, -2.406)  -0.16
O (1.988, 2.828, -2.459)  -0.14
H (1.891, 0.789, -2.648)  0.07
H (3.437, 1.533, -3.134)  0.08
H (3.013, 1.392, -1.400)  0.07
H (2.661, 3.495, -2.240)  0.08
C (-0.125, -0.714, -4.746)  -0.17
O (-0.760, 0.550, -4.798)  -0.13
H (-0.856, -1.489, -4.988)  0.08
H (0.689, -0.745, -5.474)  0.07
H (0.265, -0.886, -3.740)  0.07
H (-0.087, 1.217, -4.579)  0.07
C (0.898, -4.076, -6.985)  -0.14
O (1.672, -3.184, -6.205)  -0.15
H (-0.158, -3.812, -6.885)  0.08
H (1.193, -3.994, -8.034)  0.08
H (1.051, -5.099, -6.632)  0.08
H (2.603, -3.443, -6.314)  0.08
C (3.331, -3.917, -2.929)  -0.16
O (3.974, -3.225, -3.984)  -0.13
H (4.073, -4.178, -2.171)  0.08
H (2.568, -3.275, -2.483)  0.07
H (2.873, -4.830, -3.318)  0.08
H (3.291, -3.006, -4.641)  0.04

Atoms 1-3, force components in eV/Å:
-3.151 6.006 -10.253
3.730 -3.152 7.507
-1.850 -0.347 0.213



Q: Which value of electronic energy does entry 1 give?
A: -294060.7448 eV



Q: Which of these has the highest charge?
A: C15H27AsFeN4O3SSi2



Q: Which of these has the highest electronic energy?
A: C15H27F13N2O5S



Q: Which of these has the lowest charge?
A: C15H27AsBrF6N5O8P2SeTi